(1)
DFT (ωB97M-V/def2-TZVPD) results for a cluster of 5 separate species, C45H65F2N3O11PS2 in total at a distorted geometry.

Geometry (Å):
1 C 6.24 2.21 2.44
2 C 5.07 1.94 2.33
3 C 3.51 1.62 2.29
4 N 3.29 0.66 3.36
5 C 3.89 0.99 4.67
6 C 5.13 0.04 5.03
7 C 2.72 3.02 2.44
8 S 1.35 3.04 3.66
9 C 0.05 4.33 3.40
10 O 0.61 1.79 3.90
11 O 1.95 3.43 4.97
12 C 2.46 3.68 1.03
13 F 3.76 4.03 0.57
14 F 1.86 4.94 1.10
15 C 1.71 2.74 -0.06
16 C 0.13 2.94 -0.09
17 S -0.54 4.39 -1.01
18 O -1.94 4.00 -1.32
19 O -0.63 5.61 -0.19
20 P 2.55 3.26 -1.73
21 N 1.56 2.63 -3.07
22 O 2.55 4.95 -1.89
23 C 2.00 1.19 0.29
24 C 1.99 0.25 -1.00
25 O 0.73 0.17 -1.65
26 C 0.83 -0.46 -2.96
27 C -0.31 -1.58 -3.01
28 O -1.07 -1.48 -4.21
29 C -2.03 -2.53 -4.29
30 C -3.44 -2.16 -3.63
31 O -3.42 -0.78 -3.24
32 C -3.67 -0.61 -1.83
33 C -3.10 0.84 -1.45
34 O 0.95 0.83 1.14
35 C 0.82 -0.55 1.50
36 C -0.48 -1.29 0.87
37 C -1.54 -1.69 1.97
38 O -0.03 -2.54 0.27
39 N 3.35 0.99 0.91
40 O 4.40 1.29 0.05
41 H 7.36 2.22 2.41
42 H 3.59 -0.29 3.14
43 H 4.11 2.07 4.85
44 H 3.11 0.72 5.45
45 H 6.00 0.27 4.34
46 H 5.41 0.09 6.11
47 H 4.82 -1.03 4.77
48 H 3.52 3.68 2.90
49 H 0.48 5.34 3.12
50 H -0.40 4.48 4.43
51 H -0.79 4.00 2.74
52 H -0.43 2.06 -0.51
53 H -0.22 3.06 0.97
54 H 0.05 4.60 -2.24
55 H 1.56 3.29 -3.85
56 H 0.61 2.40 -2.75
57 H 2.69 5.13 -2.84
58 H 2.29 -0.83 -0.73
59 H 2.78 0.54 -1.77
60 H 1.85 -0.92 -3.13
61 H 0.66 0.28 -3.79
62 H 0.16 -2.61 -2.93
63 H -0.99 -1.39 -2.12
64 H -1.63 -3.44 -3.75
65 H -2.21 -2.84 -5.36
66 H -3.72 -2.86 -2.79
67 H -4.26 -2.27 -4.41
68 H -3.09 -1.40 -1.25
69 H -4.76 -0.66 -1.58
70 H -3.65 1.29 -0.58
71 H -1.99 0.75 -1.26
72 H -3.25 1.47 -2.38
73 H 0.65 -0.60 2.62
74 H 1.69 -1.24 1.29
75 H -0.96 -0.67 0.06
76 H -2.57 -1.34 1.67
77 H -1.59 -2.83 2.02
78 H -1.30 -1.31 3.00
79 H 0.65 -2.34 -0.40
80 H 3.46 -0.03 1.04
81 H 4.72 0.46 -0.37
82 C -7.16 -0.07 -3.57
83 C -7.80 -1.31 -3.53
84 C -9.16 -1.37 -3.27
85 C -9.89 -0.20 -3.07
86 C -9.25 1.03 -3.12
87 C -7.88 1.09 -3.36
88 H -6.09 -0.02 -3.76
89 H -7.23 -2.22 -3.69
90 H -9.66 -2.33 -3.23
91 H -10.96 -0.25 -2.88
92 H -9.82 1.94 -2.97
93 H -7.38 2.06 -3.39
94 C -13.18 -3.42 -0.42
95 C -12.34 -2.39 -0.80
96 C -11.06 -2.30 -0.27
97 C -10.62 -3.26 0.64
98 C -11.46 -4.29 1.03
99 C -12.75 -4.37 0.50
100 H -14.18 -3.49 -0.83
101 H -12.68 -1.65 -1.52
102 H -10.40 -1.49 -0.57
103 H -9.62 -3.19 1.05
104 H -11.12 -5.03 1.74
105 H -13.41 -5.18 0.81
106 C 4.06 -3.33 -2.32
107 C 4.12 -3.94 -3.57
108 C 3.88 -5.30 -3.69
109 C 3.58 -6.06 -2.57
110 C 3.52 -5.45 -1.32
111 C 3.76 -4.09 -1.20
112 H 4.25 -2.26 -2.23
113 H 4.34 -3.34 -4.45
114 H 3.93 -5.77 -4.67
115 H 3.39 -7.12 -2.66
116 H 3.28 -6.04 -0.44
117 H 3.72 -3.61 -0.22
118 C 10.73 2.81 3.04
119 C 11.29 3.40 4.16
120 C 11.52 2.65 5.30
121 C 11.20 1.30 5.32
122 C 10.64 0.70 4.20
123 C 10.40 1.46 3.06
124 H 10.55 3.40 2.15
125 H 11.55 4.46 4.15
126 H 11.96 3.11 6.18
127 H 11.39 0.71 6.21
128 H 10.40 -0.35 4.21
129 H 9.96 1.00 2.18

Total energy (eV): -111086.7771
Max |F| (eV/Å): 6.723
Gap between HOMO and LUMO (eV): 6.6
Net charge: +1


(2)
DFT (ωB97M-V/def2-TZVPD) results for a structure of composition C21H20N5S12V at a distorted geometry.

Geometry (Å):
1 V 0.99 1.04 -0.26
2 S 1.63 3.03 -1.48
3 C -0.05 3.16 -1.21
4 C -0.84 4.28 -1.47
5 C -2.17 4.25 -1.13
6 C -2.69 3.10 -0.54
7 C -1.86 2.02 -0.32
8 N -0.57 2.04 -0.66
9 H -0.38 5.15 -1.92
10 H -2.80 5.11 -1.30
11 H -3.73 3.05 -0.24
12 H -2.21 1.11 0.16
13 N 2.99 0.45 0.38
14 N 3.59 -0.70 -0.16
15 C 3.47 -1.85 0.53
16 N 3.67 -3.01 -0.14
17 S 3.22 -1.85 2.18
18 H 3.60 1.27 0.24
19 H 2.88 0.28 1.39
20 H 3.49 -0.74 -1.18
21 H 3.49 -3.05 -1.13
22 H 3.52 -3.85 0.39
23 C 3.71 1.21 4.22
24 S 2.30 1.98 5.10
25 C 0.95 1.08 4.45
26 C 0.46 1.17 3.19
27 S 1.07 2.16 1.94
28 S -0.99 0.20 2.90
29 C -1.11 -0.52 4.48
30 S -2.28 -1.60 4.86
31 S 0.12 0.02 5.58
32 H 3.96 1.82 3.36
33 H 3.43 0.21 3.93
34 H 4.53 1.19 4.92
35 C -1.46 -1.62 -3.26
36 S -1.66 0.16 -2.95
37 C -0.32 0.85 -3.86
38 C 0.99 0.62 -3.59
39 S 1.59 -0.40 -2.38
40 S 2.13 1.42 -4.69
41 C 0.96 2.28 -5.64
42 S 1.38 3.24 -6.89
43 S -0.69 1.98 -5.15
44 H -2.28 -2.09 -2.73
45 H -0.51 -1.96 -2.86
46 H -1.53 -1.83 -4.32
47 N 0.18 -0.47 0.21
48 C -0.66 -1.28 0.31
49 C -1.75 -2.14 0.44
50 C -1.66 -3.33 1.18
51 C -2.76 -4.14 1.32
52 C -3.97 -3.80 0.73
53 C -4.07 -2.62 0.00
54 C -2.98 -1.79 -0.14
55 H -0.72 -3.58 1.65
56 H -2.69 -5.06 1.89
57 H -4.83 -4.44 0.84
58 H -5.02 -2.34 -0.45
59 H -3.06 -0.86 -0.70

Total energy (eV): -185266.6687
Max |F| (eV/Å): 5.102
⟨S²⟩: 3.795
Multiplicity: 4
Gap between HOMO and LUMO (spin up / spin down) (eV): 6.4 / 6.7
Energy above the lowest of the compared OMol25 structures with the same formula, charge and spin (kJ/mol): 172.9
Net charge: -1


(3)
DFT (ωB97M-V/def2-TZVPD) results for a structure of composition C4H4AgO5 at a distorted geometry.

Geometry (Å):
1 O -0.88 0.57 1.20
2 C 0.06 0.06 0.18
3 C -2.18 0.31 0.74
4 O 1.22 0.70 0.26
5 O -0.67 0.48 -1.03
6 C -2.04 0.28 -0.80
7 H -2.85 1.10 1.09
8 H -2.56 -0.66 1.12
9 H -2.61 1.08 -1.29
10 H -2.39 -0.69 -1.21
11 O 0.16 -1.27 0.24
12 C 5.50 -0.46 -0.40
13 O 6.60 -0.23 -0.54
14 Ag 2.64 -1.26 0.44

Total energy (eV): -18447.6874
Max |F| (eV/Å): 2.533
Gap between HOMO and LUMO (eV): 5.4
Energy above the lowest of the compared OMol25 structures with the same formula, charge and spin (kJ/mol): 176.0
Net charge: -1


(4)
DFT (ωB97M-V/def2-TZVPD) results for a structure of composition C21H44BrCl18GaNO.

Geometry (Å):
1 C -1.17 -3.83 -0.42
2 C -0.41 -3.12 0.69
3 C 1.05 -2.87 0.32
4 C 1.83 -2.07 1.37
5 C 3.30 -2.49 1.43
6 Ga 1.66 -0.04 1.27
7 C 2.21 0.81 -0.51
8 C 2.24 -0.08 -1.69
9 O 3.13 -0.91 -1.87
10 N 1.23 0.07 -2.68
11 C 1.54 -0.69 -3.88
12 C -0.15 -0.18 -2.21
13 C -0.25 0.59 1.67
14 C -0.43 1.60 2.79
15 C -0.21 0.98 4.15
16 Br 0.82 3.13 2.61
17 H -2.18 -4.11 -0.11
18 H -1.25 -3.19 -1.29
19 H -0.65 -4.74 -0.74
20 H -0.46 -3.69 1.62
21 H -0.88 -2.14 0.85
22 H 1.09 -2.42 -0.67
23 H 1.52 -3.86 0.20
24 H 1.39 -2.35 2.34
25 H 3.75 -2.19 2.36
26 H 3.36 -3.59 1.40
27 H 3.86 -2.12 0.57
28 H 2.64 0.55 2.42
29 H 1.54 1.66 -0.66
30 H 3.22 1.21 -0.41
31 H 0.70 -0.60 -4.57
32 H 1.71 -1.75 -3.68
33 H 2.41 -0.27 -4.36
34 H -0.73 0.74 -2.10
35 H -0.20 -0.71 -1.26
36 H -0.65 -0.75 -2.98
37 H -0.86 -0.27 1.93
38 H -0.63 1.05 0.75
39 H -1.42 2.06 2.72
40 H -0.84 0.08 4.21
41 H 0.83 0.68 4.27
42 H -0.51 1.64 4.97
43 C 2.30 5.68 -0.05
44 Cl 4.00 5.87 -0.53
45 Cl 1.33 5.03 -1.36
46 H 2.25 5.00 0.80
47 H 1.91 6.65 0.22
48 C -4.81 0.99 -0.65
49 Cl -5.16 -0.46 0.28
50 Cl -3.79 2.13 0.22
51 H -4.30 0.69 -1.56
52 H -5.75 1.49 -0.89
53 C -0.45 -3.46 -6.30
54 Cl 0.49 -2.19 -7.11
55 Cl -1.37 -2.85 -4.93
56 H -1.14 -3.87 -7.02
57 H 0.24 -4.22 -5.95
58 C 3.33 9.42 -1.85
59 Cl 3.49 9.58 -3.61
60 Cl 1.70 9.81 -1.30
61 H 3.55 8.40 -1.58
62 H 4.03 10.11 -1.38
63 C -3.36 0.60 -4.72
64 Cl -3.81 -0.74 -3.66
65 Cl -2.09 1.68 -4.12
66 H -2.99 0.16 -5.64
67 H -4.25 1.19 -4.91
68 C 2.01 -5.14 3.55
69 Cl 2.61 -3.86 4.60
70 Cl 0.37 -5.65 3.98
71 H 2.00 -4.76 2.53
72 H 2.66 -6.00 3.64
73 C -5.78 -4.23 2.09
74 Cl -7.17 -3.54 1.23
75 Cl -4.50 -3.05 2.36
76 H -6.13 -4.59 3.05
77 H -5.38 -5.04 1.49
78 C 6.70 -0.44 3.50
79 Cl 5.80 -1.67 4.39
80 Cl 6.52 -0.58 1.76
81 H 6.33 0.53 3.81
82 H 7.75 -0.55 3.75
83 C -6.36 4.05 2.10
84 Cl -5.94 4.09 3.81
85 Cl -8.02 3.49 1.83
86 H -6.27 5.05 1.70
87 H -5.69 3.36 1.60

Total energy (eV): -373852.0622
Max |F| (eV/Å): 0.909
Gap between HOMO and LUMO (eV): 6.7
Net charge: -1


(5)
DFT (ωB97M-V/def2-TZVPD) results for a cluster of 2 separate species, C14H17N3 in total at a distorted geometry.

Geometry (Å):
1 C 2.66 1.11 0.00
2 C 3.71 2.13 0.45
3 C 1.30 1.71 -0.20
4 C 0.38 1.16 -1.06
5 C -0.41 3.00 -0.08
6 N 0.85 2.92 0.24
7 N -0.77 1.91 -0.88
8 H 2.98 0.86 -1.02
9 H 2.49 0.30 0.72
10 H 3.88 2.93 -0.30
11 H 0.24 0.38 -1.81
12 H -1.21 3.68 0.12
13 H -1.51 1.84 -1.57
14 H 4.71 1.86 0.74
15 H 3.16 2.57 1.31
16 C 1.19 -1.83 2.14
17 C -0.85 -0.40 2.02
18 C -0.07 -1.45 1.52
19 C -1.75 -1.04 0.09
20 C -0.50 -1.73 0.16
21 C -2.63 -1.29 -0.97
22 C 0.04 -2.39 -0.93
23 C -2.02 -1.93 -2.04
24 C -0.72 -2.45 -2.07
25 N -1.91 -0.24 1.22
26 H -0.91 -0.04 3.04
27 H -2.59 0.51 1.28
28 H 2.15 -1.81 1.55
29 H 1.25 -2.94 2.07
30 H -3.65 -0.94 -0.85
31 H 0.96 -2.96 -0.77
32 H -2.42 -2.08 -3.04
33 H -0.39 -2.87 -2.99
34 H 1.22 -1.37 3.13

Total energy (eV): -19255.1756
Max |F| (eV/Å): 3.805
⟨S²⟩: 0.764
Multiplicity: 2
Gap between HOMO and LUMO (spin up / spin down) (eV): 7.9 / 4.5
Energy above the lowest of the compared OMol25 structures with the same formula, charge and spin (kJ/mol): 86.8
Net charge: +1


(6)
DFT (ωB97M-V/def2-TZVPD) results for a cluster of 14 separate species, C19H66N10O14 in total at a distorted geometry.

Geometry (Å):
1 C -14.26 -12.26 3.76
2 C -14.02 -10.78 4.08
3 O -13.44 -10.55 5.29
4 H -14.78 -12.71 4.61
5 H -13.33 -12.83 3.57
6 H -14.85 -12.29 2.88
7 H -14.90 -10.18 4.03
8 H -13.43 -10.28 3.28
9 H -13.56 -9.64 5.53
10 C -15.42 -4.30 -1.50
11 C -14.85 -5.62 -0.93
12 O -15.97 -6.33 -0.41
13 H -16.20 -4.49 -2.27
14 H -14.66 -3.70 -1.82
15 H -15.90 -3.75 -0.63
16 H -14.04 -5.24 -0.28
17 H -14.28 -6.25 -1.71
18 H -15.64 -6.63 0.44
19 C -8.59 -10.88 3.95
20 C -9.61 -9.90 4.48
21 O -9.45 -9.61 5.79
22 H -8.68 -11.91 4.25
23 H -7.59 -10.53 4.28
24 H -8.63 -10.94 2.93
25 H -10.60 -10.30 4.33
26 H -9.52 -9.02 3.90
27 H -8.56 -9.32 5.82
28 C -7.00 -7.26 4.60
29 C -8.16 -6.40 5.05
30 O -7.76 -5.09 5.29
31 H -6.32 -6.83 3.94
32 H -7.42 -8.14 4.13
33 H -6.46 -7.51 5.50
34 H -8.82 -6.78 5.87
35 H -8.87 -6.38 4.24
36 H -6.77 -5.14 5.45
37 C -9.19 -4.14 0.14
38 C -7.98 -4.39 1.06
39 O -8.38 -4.21 2.40
40 H -8.96 -4.68 -0.77
41 H -9.36 -3.10 0.04
42 H -10.15 -4.50 0.48
43 H -7.10 -3.74 1.01
44 H -7.57 -5.42 0.92
45 H -7.56 -4.21 2.91
46 C -15.41 -9.30 1.20
47 O -15.17 -10.54 0.76
48 N -16.64 -8.89 1.30
49 N -14.51 -8.48 1.54
50 H -17.39 -9.60 1.00
51 H -16.90 -7.99 1.85
52 H -13.59 -8.82 1.83
53 H -14.89 -7.66 2.08
54 C -11.08 -3.16 4.09
55 O -12.09 -2.27 4.54
56 N -10.87 -3.30 2.86
57 N -10.38 -3.95 4.93
58 H -11.43 -2.53 2.37
59 H -9.95 -3.54 2.45
60 H -10.75 -4.17 5.91
61 H -9.50 -4.48 4.62
62 C -11.76 -6.98 3.11
63 O -11.93 -8.29 2.81
64 N -11.54 -6.51 4.30
65 N -11.98 -6.00 2.30
66 H -11.49 -7.02 5.20
67 H -11.35 -5.57 4.52
68 H -12.14 -6.10 1.31
69 H -11.63 -5.10 2.62
70 C -11.91 -8.29 7.21
71 O -11.72 -9.62 7.49
72 N -12.97 -7.70 6.94
73 N -10.86 -7.60 7.03
74 H -13.89 -8.16 6.99
75 H -12.98 -6.76 6.56
76 H -10.03 -8.20 6.91
77 H -10.82 -6.56 7.06
78 C -11.94 -7.86 -0.90
79 O -11.84 -6.73 -0.16
80 N -11.21 -8.19 -1.87
81 N -12.85 -8.71 -0.69
82 H -10.34 -7.65 -2.20
83 H -11.32 -9.10 -2.36
84 H -13.55 -8.44 0.05
85 H -12.84 -9.77 -0.96
86 C -8.83 -8.10 1.63
87 O -8.93 -7.39 0.40
88 H -9.18 -9.06 1.58
89 H -9.48 -7.53 2.32
90 H -7.80 -8.21 1.94
91 H -9.67 -6.75 0.46
92 C -15.58 -4.45 2.33
93 O -14.92 -5.71 2.18
94 H -16.05 -4.23 3.27
95 H -16.35 -4.38 1.57
96 H -14.84 -3.70 1.94
97 H -14.02 -5.58 2.48
98 C -14.24 -4.34 5.58
99 O -13.72 -4.99 6.70
100 H -13.65 -4.26 4.70
101 H -14.46 -3.32 5.94
102 H -15.22 -4.74 5.48
103 H -14.07 -4.55 7.46
104 C -11.30 -11.54 1.26
105 O -10.81 -12.80 1.31
106 H -10.77 -10.86 1.81
107 H -12.34 -11.67 1.46
108 H -11.27 -11.03 0.35
109 H -10.68 -12.97 2.19

Total energy (eV): -64333.2909
Max |F| (eV/Å): 11.586
Gap between HOMO and LUMO (eV): 8.4
Energy above the lowest of the compared OMol25 structures with the same formula, charge and spin (kJ/mol): 272.3
Net charge: 0


(7)
DFT (ωB97M-V/def2-TZVPD) results for a structure of composition C2H3I2NO at a distorted geometry.

Geometry (Å):
1 C 0.39 -0.65 -0.21
2 C 0.09 0.79 -0.65
3 N -0.20 -1.01 0.95
4 O 1.10 -1.32 -0.92
5 I -1.97 1.39 -0.88
6 I 1.14 1.99 0.83
7 H 0.46 1.06 -1.75
8 H -0.84 -0.24 1.25
9 H -0.16 -2.00 1.38

Total energy (eV): -21861.1566
Max |F| (eV/Å): 3.103
Gap between HOMO and LUMO (eV): 9.2
Energy above the lowest of the compared OMol25 structures with the same formula, charge and spin (kJ/mol): 20.9
Net charge: 0